*P*
Below is an isolated ion of composition C4H11N2S and charge -2, with properties calculated with ωB97M-V with the def2-TZVPD basis set.

Cartesian coordinates (Å):
1 S -3.30368 -0.69845 -0.89164
2 N 0.90230 -1.71257 0.81757
3 N 1.62746 0.42524 -0.08219
4 C -0.76268 0.44263 -1.13737
5 C 1.38066 -0.37527 1.12223
6 C 0.47375 1.17581 -0.61802
7 C -1.91335 0.21895 -0.16815
8 H 1.84855 -0.28506 -0.77611
9 H 1.05088 -2.31560 1.62322
10 H 0.73325 0.17193 1.81319
11 H -1.15678 0.98135 -2.00649
12 H 2.33199 -0.47182 1.65625
13 H -2.21091 1.23007 0.16521
14 H 0.22688 1.91157 0.15128
15 H -0.47536 -0.51777 -1.57194
16 H -0.09356 -1.69055 0.60722
17 H -1.55726 -0.26503 0.73309
18 H 0.89785 1.77458 -1.43734

Computed properties:
- charge = -2
- multiplicity = 2
- highest occupied orbital energy (alpha / beta) (eV) = 3.98 / -0.04
- molar mass (Da) = 119.21

*Q*
Below is an isolated ion of composition C4H11N2S and charge -2, with properties calculated with ωB97M-V with the def2-TZVPD basis set.

Cartesian coordinates (Å):
1 S 3.71411 -0.28516 -0.20006
2 N 0.88028 0.20899 -1.42218
3 N -1.51826 -0.87257 0.22522
4 C 2.22188 0.46347 0.61241
5 C 0.90265 -0.21693 0.03377
6 C -2.68414 -0.14058 -0.30807
7 C -0.43715 -0.09537 0.86856
8 H -2.93194 -0.45156 -1.34510
9 H 1.76052 -0.07691 -1.80517
10 H -0.26778 -0.47831 1.91404
11 H 2.28852 0.28889 1.75726
12 H 0.59782 1.24185 -1.44008
13 H -3.67357 -0.43499 0.19156
14 H 2.31501 1.47998 0.50462
15 H 1.13167 -1.30235 0.09795
16 H -1.13807 -1.17175 -0.64022
17 H -2.57350 0.87271 -0.14217
18 H -0.58805 0.97061 1.09764

Computed properties:
- charge = -2
- multiplicity = 2
- highest occupied orbital energy (alpha / beta) (eV) = 3.85 / -0.33
- molar mass (Da) = 119.21

Verdict on stability: *Q* comes out at the bottom.

*P*
Below is the molecule C5H5F, with properties calculated with ωB97M-V with the def2-TZVPD basis set.

Cartesian coordinates (Å):
1 F -2.40502 1.00154 0.06046
2 C -0.24531 -0.51786 0.69903
3 C -1.09404 -1.16235 -0.41638
4 C 1.10717 1.60450 -0.07985
5 C -1.25613 0.26480 -0.07106
6 C 0.19632 0.68752 0.01808
7 H -0.73791 -1.70320 -1.41431
8 H -0.18744 -0.91318 1.69053
9 H -1.97485 -1.77388 -0.02019
10 H 2.06479 1.38428 0.46382
11 H 1.01581 2.56546 -0.63271

Computed properties:
- charge = 0
- highest occupied orbital energy (eV) = -9.07
- molar mass (Da) = 84.09

*Q*
Below is the molecule C5H5F, with properties calculated with ωB97M-V with the def2-TZVPD basis set.

Cartesian coordinates (Å):
1 F 1.99071 -1.23654 -0.12983
2 C -0.13245 0.14885 0.50363
3 C 1.46831 -0.11460 0.32044
4 C 0.74927 0.88551 -0.50926
5 C -2.47231 -1.05140 -0.14666
6 C -1.34358 -0.58286 0.09150
7 H 1.00384 1.86924 -0.47974
8 H 0.52416 0.52026 -1.50496
9 H -3.36372 -1.52587 -0.48183
10 H 2.03768 0.40072 0.96921
11 H -0.46191 0.68669 1.36749

Computed properties:
- charge = 0
- highest occupied orbital energy (eV) = -9.42
- molar mass (Da) = 84.09

Verdict on stability: *P* comes out at the bottom.

*P*
Below is the molecule C4H6N2OS, with properties calculated with ωB97M-V with the def2-TZVPD basis set.

Cartesian coordinates (Å):
1 S -1.10592 0.49304 0.06348
2 O 1.38563 -0.30108 -0.06023
3 N -2.42265 -3.19455 -0.13513
4 N -1.13886 -1.20067 -0.04556
5 C -2.29970 -1.93610 -0.05349
6 C 2.42295 2.33944 0.07608
7 C 1.12402 2.07085 0.09393
8 C 0.66008 0.65936 0.02257
9 H 3.16174 1.50004 0.01911
10 H -3.19783 -1.34023 0.00299
11 H 0.33566 2.83490 0.18457
12 H 2.78553 3.37251 0.12801
13 H -0.19603 -1.64026 -0.11549
14 H -1.51463 -3.65725 -0.18083

Computed properties:
- charge = 0
- highest occupied orbital energy (eV) = -8.65
- molar mass (Da) = 130.17

*Q*
Below is the molecule C4H6N2OS, with properties calculated with ωB97M-V with the def2-TZVPD basis set.

Cartesian coordinates (Å):
1 S 2.13483 0.09018 -1.83903
2 O -1.17159 -0.14105 0.26461
3 N -1.14936 -0.53520 -2.02514
4 N -0.87455 0.20172 2.54311
5 C -0.28628 0.15396 1.27644
6 C 0.95853 0.26028 0.80049
7 C -0.45055 -0.20732 -0.86887
8 C 0.87163 0.00357 -0.61621
9 H 1.87358 0.52945 1.32684
10 H -0.17288 0.39479 3.24133
11 H -1.61282 0.91522 2.60278
12 H -0.61263 -0.33888 -2.81629
13 H 2.55225 -1.17495 -1.81586
14 H -2.06016 -0.15178 -2.07420

Computed properties:
- charge = 0
- highest occupied orbital energy (eV) = -7.39
- molar mass (Da) = 130.17

*R*
Below is the molecule C4H6N2OS, with properties calculated with ωB97M-V with the def2-TZVPD basis set.

Cartesian coordinates (Å):
1 S -1.97775 -1.03075 -0.07462
2 O 2.49386 -1.18058 0.01352
3 N -0.77265 0.15005 -0.04118
4 N 1.09422 -1.27260 0.00579
5 C 0.16239 2.21118 0.03450
6 C 0.60195 -0.09188 -0.02912
7 C 1.30963 1.23995 -0.02055
8 C -0.99428 1.53982 0.01733
9 H 2.75187 -2.11335 0.03560
10 H 1.99597 1.30598 0.83300
11 H -1.97515 -1.34024 1.22931
12 H 0.25403 3.31676 0.08016
13 H -2.00436 1.88508 0.06322
14 H 1.94170 1.34592 -0.92074

Computed properties:
- charge = 0
- highest occupied orbital energy (eV) = -7.97
- molar mass (Da) = 130.17

*S*
Below is the molecule C4H6N2OS, with properties calculated with ωB97M-V with the def2-TZVPD basis set.

Cartesian coordinates (Å):
1 S -0.52279 2.40147 0.63397
2 O 2.47923 -0.61078 -0.23997
3 N -0.99853 -0.36664 -0.62074
4 N -1.61770 -1.61750 -0.57511
5 C 1.35617 -0.60916 -0.63469
6 C 0.50984 1.18877 0.64376
7 C 0.19568 -0.17342 0.22645
8 C -0.88118 -2.59868 -0.21068
9 H 1.12049 -1.13652 -1.58867
10 H 0.09843 -0.79359 1.13511
11 H 1.53214 1.20588 0.96159
12 H 0.16809 -2.62082 0.08433
13 H -1.46334 -3.52298 -0.16278
14 H -1.69441 0.37464 -0.43150

Computed properties:
- charge = 0
- highest occupied orbital energy (eV) = -9.39
- molar mass (Da) = 130.17

Verdict on stability: *S* comes out at the bottom.